No. 1
{"formula": "C3HFNO2", "method": "ωB97M-V/def2-TZVPD", "lumo_ev": 4.27, "gap_ev": 8.61, "e_above_lowest_kcal_mol": 2.2, "charge": -1, "smiles": "N#C[C@@H](F)C(=O)[O-]", "e_homo_ev": -4.3, "spin_multiplicity": 1, "species": ["N", "C", "C", "F", "C", "O", "O", "H"], "xyz": [[2.07, 1.41, -0.02], [1.41, 0.46, 0.09], [0.39, -0.51, 0.05], [0.46, -1.13, 1.33], [-1.34, 0.20, -0.15], [-2.21, -0.28, 0.49], [-1.22, 1.07, -0.97], [0.45, -1.22, -0.81]]}

***

No. 2
{"formula": "C4H9N3", "method": "ωB97M-V/def2-TZVPD", "lumo_ev": 0.94, "gap_ev": 9.85, "e_above_lowest_kcal_mol": 59.0, "charge": 0, "smiles": "[H]/N=C\\N1CC(N)C1", "e_homo_ev": -8.9, "spin_multiplicity": 1, "species": ["H", "N", "C", "N", "C", "C", "N", "C", "H", "H", "H", "H", "H", "H", "H", "H"], "xyz": [[-0.81, 1.45, 2.35], [0.10, 1.03, 2.77], [0.43, 0.04, 2.12], [-0.05, -0.42, 0.94], [0.66, -1.00, -0.20], [-0.41, -0.38, -1.20], [-0.06, 0.34, -2.34], [-0.80, 0.43, 0.07], [1.27, -0.70, 2.49], [0.77, -2.11, -0.22], [1.70, -0.55, -0.25], [-1.11, -1.07, -1.56], [0.14, 1.34, -2.27], [0.60, -0.18, -2.93], [-0.58, 1.38, -0.08], [-1.85, 0.42, 0.30]]}

***

No. 3
{"formula": "C22H24IrN3O3S3", "method": "ωB97M-V/def2-TZVPD", "lumo_ev": [-6.38, -8.79], "gap_ev": [6.86, 5.77], "charge": 2, "e_homo_ev": [-13.2, -14.6], "spin_multiplicity": 5, "species": ["Ir", "C", "C", "C", "C", "C", "C", "C", "S", "C", "O", "H", "H", "H", "H", "H", "H", "H", "H", "H", "H", "O", "S", "C", "C", "C", "C", "C", "C", "C", "C", "C", "C", "C", "C", "H", "H", "H", "H", "H", "H", "H", "H", "H", "H", "S", "C", "N", "N", "C", "N", "O", "H", "H", "H", "H"], "xyz": [[1.55, -0.46, 1.13], [-2.31, -1.49, -5.09], [-1.98, -1.54, -3.63], [-0.59, -1.67, -3.25], [-0.20, -1.98, -1.96], [-1.19, -2.00, -0.96], [-2.51, -1.73, -1.24], [-2.92, -1.54, -2.58], [-0.83, -2.28, 0.76], [-1.16, -4.07, 0.74], [0.78, -2.38, 0.94], [-3.28, -1.95, -5.32], [-1.51, -2.04, -5.61], [-2.36, -0.42, -5.47], [0.18, -1.51, -4.07], [0.85, -2.18, -1.63], [-3.23, -1.76, -0.42], [-3.98, -1.34, -2.83], [-0.55, -4.43, -0.12], [-2.22, -4.22, 0.55], [-0.82, -4.44, 1.72], [-0.44, 0.46, 1.00], [-0.08, 1.35, -0.28], [1.42, 2.08, 0.48], [1.98, 1.57, 1.69], [3.28, 2.09, 2.03], [4.00, 2.89, 1.19], [3.46, 3.24, -0.07], [2.14, 2.96, -0.35], [-1.36, 2.62, -0.50], [-1.49, 3.30, -1.72], [-2.37, 4.38, -1.82], [-3.09, 4.81, -0.69], [-2.94, 4.10, 0.52], [-2.19, 2.92, 0.57], [1.30, 1.59, 2.54], [3.76, 1.78, 2.98], [5.02, 3.26, 1.40], [4.04, 3.71, -0.87], [1.67, 3.28, -1.30], [-1.00, 2.85, -2.58], [-2.45, 4.88, -2.78], [-3.72, 5.69, -0.77], [-3.42, 4.49, 1.39], [-2.29, 2.23, 1.42], [3.30, -1.14, -0.11], [3.55, -2.66, 0.63], [3.81, -3.59, 1.29], [2.48, -3.19, 4.22], [1.74, -2.14, 3.84], [0.44, -2.02, 4.29], [2.25, -1.23, 3.13], [2.11, -4.00, 4.73], [3.16, -3.49, 3.50], [0.18, -2.50, 5.14], [0.00, -1.11, 4.19]]}

***

No. 4
{"formula": "C4H12BFO2P", "method": "ωB97M-V/def2-TZVPD", "lumo_ev": -3.64, "gap_ev": 11.43, "charge": 1, "e_homo_ev": -15.1, "spin_multiplicity": 1, "species": ["O", "B", "O", "C", "P", "C", "C", "C", "F", "H", "H", "H", "H", "H", "H", "H", "H", "H", "H", "H", "H"], "xyz": [[-1.19, -3.29, -0.18], [-1.01, -2.12, -1.09], [-2.14, -1.56, -1.92], [0.50, -1.46, -1.13], [0.54, 0.39, -1.67], [1.21, 1.35, -0.12], [0.32, 0.86, 1.16], [-0.04, 2.05, 2.24], [-1.15, 1.54, 3.13], [-1.19, -2.91, 0.75], [-2.95, -1.73, -1.35], [1.06, -1.65, -0.10], [1.11, -2.05, -1.96], [-0.79, 0.91, -2.01], [1.42, 0.49, -2.82], [2.31, 0.99, 0.05], [1.23, 2.51, -0.31], [-0.66, 0.32, 0.82], [0.96, 0.05, 1.76], [-0.44, 3.04, 1.76], [0.88, 2.24, 2.97]]}

***

No. 5
{"formula": "C3H10N2", "method": "ωB97M-V/def2-TZVPD", "lumo_ev": 1.15, "gap_ev": 10.34, "e_above_lowest_kcal_mol": 8.1, "charge": 0, "smiles": "NCCCN", "e_homo_ev": -9.2, "spin_multiplicity": 1, "species": ["N", "C", "C", "C", "N", "H", "H", "H", "H", "H", "H", "H", "H", "H", "H"], "xyz": [[-0.82, -0.94, 2.15], [-1.00, -0.47, 0.76], [0.33, -0.09, 0.11], [0.14, 0.91, -1.02], [1.36, 1.19, -1.80], [-1.45, -1.70, 2.35], [0.11, -1.34, 2.28], [-1.50, -1.22, 0.14], [-1.62, 0.42, 0.80], [0.81, -0.97, -0.31], [1.00, 0.29, 0.88], [-0.63, 0.52, -1.70], [-0.26, 1.85, -0.67], [2.18, 0.88, -1.29], [1.36, 0.68, -2.67]]}